No. 1
ORCA calculation (wB97M-V/def2-TZVPD) on the ion C4H8NO with charge +1.

```
14
Properties=species:S:1:pos:R:3:lowdin_charge:R:1
C -0.0892 0.0336 0.2667 -0.06
C 1.2363 -0.4870 0.0192 0.10
C 2.4319 0.3455 -0.0911 -0.03
C -2.3519 -0.5454 0.0868 -0.32
N -1.0654 -0.8287 0.3128 0.13
O -2.6536 0.7424 -0.3688 -0.04
H -0.3377 1.0713 0.3410 0.14
H 1.4533 -1.4873 -0.3790 0.15
H 2.8351 0.2323 -1.1256 0.14
H 3.2462 -0.1672 0.4658 0.14
H 2.2829 1.4045 0.1083 0.10
H -2.5256 -1.3391 -0.6159 0.16
H -3.1089 -0.8776 0.9419 0.22
H -3.5712 0.9728 -0.7849 0.18
```

Orbital gap (spin up / spin down)   7.61 / 7.61 eV
Total charge   +1
ΔE to the lowest compared entry with this formula, charge and spin   77.76 kcal per mole
Total energy   -7804.731 eV


No. 2
ORCA calculation (wB97M-V/def2-TZVPD) on the ion C4H8NO with charge +1.

```
14
Properties=species:S:1:pos:R:3:lowdin_charge:R:1
C -0.1571 -0.8587 0.7464 -0.11
C -0.5246 -0.9232 2.0533 -0.07
C 0.1026 1.5686 -1.4364 -0.07
C 0.1103 0.0571 -1.4406 -0.21
N -0.6326 -0.1323 -0.2117 0.12
O 0.1019 -1.5122 2.9511 0.23
H 0.8739 -1.0726 0.5816 0.13
H -1.5718 -0.5048 2.2569 0.21
H 0.2197 1.9459 -2.4824 0.11
H -0.9139 1.8993 -1.0138 0.12
H 0.8582 1.9601 -0.8203 0.06
H 1.0027 -0.4557 -1.4429 0.09
H -0.4919 -0.1410 -2.3480 0.16
H 1.0226 -1.8306 2.6066 0.23
```

Orbital gap   8.67 eV
Total charge   +1
ΔE to the lowest compared entry with this formula, charge and spin   71.86 kcal per mole
Total energy   -7804.987 eV


No. 3
ORCA calculation (wB97M-V/def2-TZVPD) on a structure of composition C4H8NO.

```
14
Properties=species:S:1:pos:R:3:lowdin_charge:R:1
C -1.4791 0.0772 -0.0041 -0.40
C -1.0196 0.9817 1.0315 0.30
C 0.5991 -1.3126 0.3913 0.00
C 0.7777 0.6303 -1.0968 -0.01
N -0.0137 -0.1416 -0.1747 -0.14
O -2.3939 -0.4367 -0.5050 0.28
H -0.7507 2.0005 0.8014 0.13
H -0.9717 0.6441 2.0555 0.13
H -0.0356 -1.7800 1.1433 0.12
H 0.7532 -2.0371 -0.4152 0.12
H 1.5684 -1.0694 0.8301 0.12
H 0.2415 1.5138 -1.4423 0.12
H 1.7272 0.9223 -0.6438 0.12
H 0.9972 0.0075 -1.9713 0.12
```

Orbital gap   10.47 eV
Total charge   +1
ΔE to the lowest compared entry with this formula, charge and spin   58.85 kcal per mole
Total energy   -7805.551 eV


No. 4
ORCA calculation (wB97M-V/def2-TZVPD) on the ion C4H8NO with charge +1.

```
14
Properties=species:S:1:pos:R:3:mulliken_spin:R:1
C -1.3406 0.1675 0.7446 0.95
C -1.3221 0.3462 -0.5530 0.88
C -0.0168 -0.2273 1.3318 -0.02
C 0.3721 0.0588 -1.0553 -0.01
N 0.7927 -0.7169 0.1703 0.03
O 1.0818 1.2176 -1.0821 0.02
H -2.1991 0.2983 1.3797 0.03
H -2.0484 0.6545 -1.2711 0.01
H 0.4749 0.6486 1.7623 0.08
H -0.0900 -1.0015 2.0945 0.02
H 0.4057 -0.5569 -1.9531 0.02
H 1.7959 -0.5802 0.3458 -0.01
H 0.6138 -1.7149 0.0228 0.00
H 1.4800 1.4061 -1.9373 0.00
```

Orbital gap (spin up / spin down)   6.57 / 8.32 eV
Spin multiplicity   3
Total charge   +1
ΔE to the lowest compared entry with this formula, charge and spin   28.60 kcal per mole
Total energy   -7802.477 eV


No. 5
ORCA calculation (wB97M-V/def2-TZVPD) on a structure of composition C4H8NO2.

```
15
Properties=species:S:1:pos:R:3:lowdin_charge:R:1
C 1.4946 0.7661 0.6340 -0.12
N 2.1834 -0.3969 -0.6531 0.07
C 0.0066 -1.3113 0.3460 -0.08
C 0.8380 -0.2773 -0.3672 -0.54
C -2.1719 0.6667 -0.8792 -0.71
O -1.5688 1.4051 -0.0939 -0.12
O -2.8663 -0.3580 -0.6686 -0.15
H 1.8316 1.6594 0.1265 0.08
H 2.1168 0.3299 1.4134 0.08
H 0.6847 1.0786 1.3155 0.11
H -2.1467 0.8934 -1.9794 0.09
H 0.1530 -2.3791 0.1741 0.07
H 0.1971 -1.3326 1.4339 0.07
H -1.0493 -1.0488 0.3067 0.04
H 0.2975 0.3049 -1.1088 0.10
```

Orbital gap   7.99 eV
Total charge   -1
ΔE to the lowest compared entry with this formula, charge and spin   114.64 kcal per mole
Total energy   -9859.816 eV


No. 6
ORCA calculation (wB97M-V/def2-TZVPD) on the ion C4H8NO2 with charge -1.

```
15
Properties=species:S:1:pos:R:3:lowdin_charge:R:1
C 0.9437 0.1573 1.6245 -0.50
O 1.5458 -1.0156 1.5188 -0.34
C -0.0949 0.4391 0.3322 -0.37
C -0.3027 -0.9086 -0.3189 -0.18
C -1.3155 -0.8288 -1.4104 -0.29
O -1.9727 -1.7660 -1.8200 0.00
N 0.6349 1.3719 -0.5650 0.01
H 0.2343 0.2674 2.4922 0.06
H 1.5754 1.0522 1.7052 0.06
H -1.0043 0.8786 0.7225 0.11
H 0.6840 -1.3145 -0.5755 0.12
H -0.6716 -1.5942 0.4547 0.13
H -1.3468 0.1508 -1.9310 0.11
H 0.1774 2.2360 -0.8272 0.04
H 0.9131 0.8744 -1.4022 0.05
```

Orbital gap   6.27 eV
Structure (SMILES)   N[C@H](C[O-])CC=O
Total charge   -1
ΔE to the lowest compared entry with this formula, charge and spin   72.10 kcal per mole
Total energy   -9861.660 eV


No. 7
ORCA calculation (wB97M-V/def2-TZVPD) on the ion C4H8NO2 with charge -1.

```
15
Properties=species:S:1:pos:R:3:lowdin_charge:R:1
C 1.6351 1.1880 0.4557 -0.03
C 1.6380 -0.2880 0.0606 -0.56
N 0.3716 -0.7617 -0.1148 0.03
C -0.7929 -0.0528 -0.6002 -0.19
C -2.1591 -0.5380 0.0226 -0.59
O -3.1892 -0.4645 -0.8057 -0.35
O 2.6029 -1.0398 0.0266 0.00
H 1.4985 2.0355 -0.2267 0.07
H 1.0460 1.2212 1.3743 0.08
H 2.7468 1.3286 0.6587 0.09
H 0.4563 -1.7668 -0.2227 0.14
H -1.0032 -0.3796 -1.6312 0.10
H -0.5826 1.0048 -0.5321 0.09
H -2.2143 0.0384 1.0565 0.08
H -2.0537 -1.5253 0.4783 0.05
```

Orbital gap   6.18 eV
Structure (SMILES)   CC(=O)NCC[O-]
Total charge   -1
ΔE to the lowest compared entry with this formula, charge and spin   56.79 kcal per mole
Total energy   -9862.324 eV


No. 8
ORCA calculation (wB97M-V/def2-TZVPD) on a structure of composition C4H8NO2.

```
15
Properties=species:S:1:pos:R:3:lowdin_charge:R:1
C -1.6899 -0.1977 -0.6411 -0.50
C 0.4920 -0.9084 1.2631 -0.10
C 1.1255 0.3088 -0.9094 -0.11
C 0.0399 0.0110 0.1324 -0.46
N -0.6196 1.2427 0.7152 -0.07
O -1.8963 0.9980 0.2110 -0.19
O -2.3681 -1.2247 -0.4484 -0.12
H -1.3554 0.1820 -1.6256 0.09
H 0.8892 -1.9608 0.7933 0.10
H -0.1929 -1.2630 2.0118 0.04
H 1.4319 -0.5436 1.7866 0.06
H 2.0650 0.7731 -0.4806 0.07
H 0.9462 1.1340 -1.6429 0.07
H 1.2932 -0.6017 -1.3571 0.03
H -0.1605 2.0503 0.1918 0.09
```

Orbital gap   6.52 eV
Total charge   -1
ΔE to the lowest compared entry with this formula, charge and spin   116.16 kcal per mole
Total energy   -9859.749 eV


No. 9
ORCA calculation (wB97M-V/def2-TZVPD) on the ion C4H8NO2 with charge -1.

```
15
Properties=species:S:1:pos:R:3:lowdin_charge:R:1
O 1.8978 -2.4782 -1.0913 -0.10
C 1.1009 -2.0287 -0.2408 -0.75
O 0.1247 -2.4962 0.3712 -0.08
C 1.3275 -0.4383 -0.0679 -0.16
C 0.0540 0.2099 -0.5984 -0.23
C -0.6378 0.9211 0.6015 -0.32
N -1.9387 1.5943 0.4955 -0.04
H 2.2657 -0.2319 -0.6073 0.09
H 1.5472 -0.1994 0.9704 0.08
H -0.6267 -0.4913 -1.0723 0.10
H 0.2932 0.9675 -1.3874 0.10
H -0.6706 0.0845 1.3682 0.12
H 0.0057 1.6974 1.0611 0.09
H -2.7234 0.9769 0.6699 0.05
H -2.0195 1.9126 -0.4725 0.05
```

Orbital gap   7.72 eV
Structure (SMILES)   NCCCC(=O)[O-]
Total charge   -1
ΔE to the lowest compared entry with this formula, charge and spin   20.45 kcal per mole
Total energy   -9863.900 eV


No. 10
ORCA calculation (wB97M-V/def2-TZVPD) on the ion C4H8NO2 with charge -1.

```
15
Properties=species:S:1:pos:R:3:lowdin_charge:R:1
O 2.2616 -0.5640 1.5044 0.01
C 1.5129 -0.0188 0.7262 -0.22
C 0.0164 -0.0886 0.8255 -0.39
C -0.6490 -0.0688 -0.5734 -0.19
C -0.6077 1.2480 -1.4535 -0.53
O -0.3994 2.3568 -0.7003 -0.38
N -0.3204 -1.3600 1.4565 0.01
H 1.9403 0.4417 -0.2191 0.14
H -0.4803 0.6969 1.4046 0.14
H -0.0289 -0.7544 -1.1574 0.08
H -1.7090 -0.4074 -0.4413 0.10
H -1.5860 1.3144 -1.9805 0.07
H 0.2084 0.9707 -2.1744 0.06
H -0.6008 -2.0506 0.7714 0.05
H 0.4420 -1.7159 2.0115 0.04
```

Orbital gap   6.49 eV
Structure (SMILES)   N[C@@H](C=O)CC[O-]
Total charge   -1
ΔE to the lowest compared entry with this formula, charge and spin   71.14 kcal per mole
Total energy   -9861.702 eV


No. 11
ORCA calculation (wB97M-V/def2-TZVPD) on the ion C4H8NO2 with charge -1.

```
15
Properties=species:S:1:pos:R:3:lowdin_charge:R:1
C -0.1015 1.1854 -0.1042 -0.26
C -1.6284 0.9281 0.1255 -0.29
C 0.4408 0.0184 -0.7701 -0.24
C 1.9158 -1.2309 0.3696 -0.19
N -1.8255 -0.5590 0.2550 -0.23
O -2.8904 -0.9836 -0.2832 -0.28
O 1.8362 -0.1872 -0.5747 -0.20
H -0.1329 2.2652 -0.5108 0.10
H 0.2791 1.2730 0.9604 0.11
H -2.0201 1.3324 1.0387 0.07
H -2.1122 1.2224 -0.8120 0.08
H 0.1088 -0.3407 -1.7995 0.11
H 1.1414 -1.4305 1.0599 0.05
H 2.8418 -1.2213 1.1009 0.09
H 2.1471 -2.2716 -0.0554 0.08
```

Orbital gap (spin up / spin down)   5.15 / 6.31 eV
Total charge   -1
ΔE to the lowest compared entry with this formula, charge and spin   169.98 kcal per mole
Total energy   -9857.416 eV


No. 12
ORCA calculation (wB97M-V/def2-TZVPD) on a cluster of 2 separate species, C4H8NO2 in total.

```
15
Properties=species:S:1:pos:R:3:mulliken_spin:R:1
C 0.2986 0.5114 2.3899 0.01
O 0.6334 0.8184 3.6639 0.01
C 1.2512 -0.3184 -1.5795 0.03
C 0.1637 0.3929 -1.0753 0.36
C -1.2053 -0.2378 -0.9817 -0.02
O -2.3164 0.4937 -0.9375 0.08
N 1.1325 -1.6033 -1.9580 0.40
H 1.0986 0.1852 1.6581 -0.01
H -0.1600 1.3767 1.8478 0.00
H 2.2023 0.1964 -1.6833 0.00
H -1.1893 -0.8705 -1.9075 0.07
H 0.2236 1.4718 -0.9416 0.02
H -1.0822 -1.0087 -0.1722 0.06
H -0.4833 -0.2972 2.2734 0.00
H 2.0676 -1.9923 -2.0873 -0.01
```

Orbital gap (spin up / spin down)   5.47 / 5.32 eV
Spin multiplicity   2
Total charge   -2
ΔE to the lowest compared entry with this formula, charge and spin   87.27 kcal per mole
Total energy   -9856.767 eV


The lowest total energy belongs to which entry? number 9